Entry 1:
The following is a quantum chemistry calculation of a cluster of 2 separate species, C27H31N3O2S2 in total at a distorted geometry, from OMol25.

Atoms and positions in Å:
S1 3.09931 -4.44405 0.73088
S2 2.02138 -1.88903 1.87985
O1 4.28317 -2.09432 0.72926
O2 -1.87815 0.91194 -3.42192
N1 1.83753 -0.04411 -4.83185
N2 -1.43313 -0.04434 -0.04859
N3 -3.00412 0.84657 -1.41119
C1 5.29807 -2.80593 0.02098
C2 1.55695 3.54827 -5.81048
C3 1.21718 1.79956 -3.66519
C4 -0.73837 -0.61828 0.96717
C5 -2.25976 -0.60431 4.99016
C6 0.51485 0.64707 -1.45570
C7 -0.85457 -0.05215 -1.38799
C8 -2.00150 -1.06108 7.36329
C9 1.67858 1.33189 -4.92682
C10 -2.74563 -0.54097 6.29595
C11 -4.20384 1.47312 -1.92404
C12 1.08103 0.63418 -2.82457
C13 -2.78873 1.88389 0.80220
C14 -0.26037 -1.72724 5.81320
C15 1.84223 2.18917 -6.00762
C16 -1.93366 0.61967 -2.22754
C17 -3.86126 -0.39690 0.51757
C18 3.16272 -2.81294 1.10857
C19 -0.47415 -1.28520 3.36785
C20 6.41595 -1.82880 -0.32056
C21 1.48909 -0.46630 -3.56561
C22 -0.99656 -1.20328 4.71185
C23 0.93754 3.15061 -3.48283
C24 1.11508 4.02203 -4.56290
C25 -1.11377 -0.65670 2.29090
C26 -2.78262 0.56620 0.00858
C27 -0.75040 -1.65639 7.11103
H1 -3.92139 -1.25816 -0.16044
H2 -4.08243 1.60710 -3.00197
H3 6.92124 -1.44587 0.57914
H4 2.18248 1.79364 -6.96159
H5 7.16409 -2.36610 -0.91447
H6 -4.36692 2.45412 -1.46042
H7 -2.04234 -0.10940 2.48564
H8 -3.72071 -0.07502 6.46958
H9 -3.64109 -0.75531 1.52642
H10 1.67287 4.25478 -6.63029
H11 -0.75289 -1.09752 -1.74183
H12 0.90210 5.08434 -4.43379
H13 -2.11413 2.60618 0.32014
H14 -4.83012 0.11899 0.52906
H15 -2.45870 1.72985 1.83478
H16 1.52493 -1.50422 -3.25971
H17 1.19521 0.14010 -0.75370
H18 -0.15983 -2.06291 7.93756
H19 6.06804 -0.96966 -0.91251
H20 0.21161 -1.06134 0.63421
H21 0.71421 -2.18434 5.60492
H22 5.71650 -3.61784 0.63574
H23 -2.38640 -1.00679 8.37959
H24 -5.08389 0.84554 -1.73795
H25 2.17196 -0.64574 -5.57834
H26 0.59402 3.48401 -2.50256
H27 4.89681 -3.22926 -0.91219
H28 -2.86095 -0.19656 4.18011
H29 -3.80697 2.29764 0.80953
H30 0.43029 -1.91268 3.32364
H31 0.39233 1.69057 -1.12222

energy above the lowest of the compared OMol25 structures with the same formula, charge and spin = 407.28 kJ/mol
Kohn-Sham gap = 4.4 eV
largest force on an atom = 0.057 Eh/bohr
E = -58736.250 eV
LUMO = -2.038 eV

***

Entry 2:
The following is a quantum chemistry calculation of the molecule C27H31N3O3S at a distorted geometry, from OMol25.

Atoms and positions in Å:
S1 -3.10214 0.06584 -2.92035
O1 1.75278 -0.00826 -0.30717
O2 -0.38788 4.62691 3.97019
O3 -0.57415 -2.02595 -0.89324
N1 1.45563 -1.54026 1.32906
N2 -1.02448 0.14324 -0.50764
N3 -2.04492 -1.24198 -4.84950
C1 2.54466 -3.45703 0.23993
C2 -4.07577 -0.06901 -5.56365
C3 2.57446 -3.70771 3.17479
C4 -1.25455 -1.48120 -3.77138
C5 -2.22985 2.24787 -0.40858
C6 -1.13511 1.30257 2.77408
C7 -1.70254 4.01006 -1.94942
C8 0.48227 3.42425 2.03118
C9 -0.50412 1.93501 -2.05940
C10 -3.04215 -0.48080 -4.58731
C11 1.05092 -0.54523 0.52464
C12 -0.05235 -2.34123 -3.92861
C13 -0.31777 3.53297 3.16362
C14 -2.44541 3.52760 -0.88529
C15 -0.34928 1.19559 1.63142
C16 -1.12184 2.45339 3.53177
C17 -0.38843 -0.05283 0.79801
C18 1.77770 -4.56455 0.95588
C19 -1.02681 -0.96268 -1.29606
C20 -0.73389 3.21202 -2.53556
C21 -1.25885 1.44775 -0.99833
C22 2.45989 -4.93085 2.27020
C23 0.39572 5.75048 3.64865
C24 3.34539 -2.59059 2.47447
C25 2.72138 -2.21958 1.12812
C26 -1.65187 -0.84616 -2.62177
C27 0.46331 2.26412 1.27901
H1 0.26382 1.30963 -2.48993
H2 3.46003 -5.31791 2.06117
H3 3.53196 -3.82232 -0.04958
H4 1.57535 -3.35990 3.44774
H5 0.65318 -1.86649 -4.60927
H6 2.00748 -3.16242 -0.66251
H7 3.08862 -3.97587 4.10037
H8 3.38363 -1.70441 3.11128
H9 -5.05908 -0.40579 -5.23856
H10 1.72348 -5.44194 0.30875
H11 -1.73149 2.54581 4.41661
H12 -1.87676 5.00888 -2.32120
H13 1.12362 4.23400 1.72208
H14 -0.34509 -3.29609 -4.36029
H15 1.89672 -5.71702 2.77761
H16 -2.81267 1.86368 0.41429
H17 1.09554 2.18511 0.40824
H18 -3.84597 -0.50559 -6.53159
H19 1.46464 5.51543 3.67199
H20 -1.77002 0.47945 3.07032
H21 -0.95155 -0.83844 1.31743
H22 -0.14845 3.58820 -3.36139
H23 4.36999 -2.92224 2.29607
H24 0.75329 -4.23726 1.14357
H25 0.41918 -2.50732 -2.96562
H26 -3.20067 4.14771 -0.42593
H27 0.13380 6.15487 2.66560
H28 0.17417 6.49260 4.41407
H29 -4.10310 1.01615 -5.65089
H30 3.35982 -1.49590 0.60954
H31 0.76656 -2.03839 1.86827

SMILES = COc1ccc([C@H](C(=O)NC2CCCCC2)N(C(=O)c2sc(C)nc2C)c2ccccc2)cc1
energy above the lowest of the compared OMol25 structures with the same formula, charge and spin = 0.00 kJ/mol
Kohn-Sham gap = 9.1 eV
largest force on an atom = 0.022 Eh/bohr
E = -49951.892 eV
LUMO = 0.645 eV

***

Entry 3:
The following is a quantum chemistry calculation of a structure of composition C27H31NOP2Ru at a distorted geometry, from OMol25.

Atoms and positions in Å:
Ru1 -0.35767 0.17211 0.76790
P1 -2.50422 0.43019 -0.10915
P2 -0.32991 -2.07272 0.18750
O1 -1.47215 -0.28313 3.50137
N1 -0.36466 -0.37493 -2.97989
C1 -1.83829 -3.09139 0.49041
C2 2.90035 -0.08696 4.70776
C3 1.92283 0.27003 -2.33247
C4 -1.27668 3.52812 -3.58976
C5 -1.02738 -0.15260 2.43778
C6 -2.34055 2.67634 -3.19648
C7 1.93305 0.54046 2.58886
C8 3.53154 -1.44145 -2.66491
C9 2.55998 -2.40941 -2.31485
C10 1.76407 0.32249 1.14008
C11 1.54576 1.91390 4.56101
C12 0.81594 -2.90255 1.38886
C13 1.40075 1.53059 -1.90120
C14 -3.89313 -0.53572 0.62088
C15 0.17665 -2.82318 -1.42351
C16 0.28705 1.97116 -2.68184
C17 -2.99295 0.57175 -1.88078
C18 -2.87887 2.10643 0.59647
C19 -2.02534 1.38426 -2.75903
C20 3.25418 -0.09325 -2.58237
C21 -0.67260 0.93358 -2.88291
C22 1.22374 -2.01724 -2.18626
C23 0.02462 3.23452 -3.23342
C24 1.35933 1.66116 3.20045
C25 2.38674 1.07122 5.31072
C26 2.73420 -0.31706 3.34752
C27 0.88610 -0.68443 -2.56200
H1 0.84248 3.93620 -3.36071
H2 1.97942 1.24139 0.57961
H3 -4.02914 0.97346 -1.95560
H4 -2.88704 2.03856 1.70431
H5 0.70519 2.26930 2.58115
H6 -1.49816 4.50143 -4.01149
H7 0.38391 0.90145 -0.38689
H8 0.56227 -2.62373 2.42992
H9 0.72018 -3.99674 1.26616
H10 2.29761 -0.51777 0.68857
H11 1.84882 -2.59095 1.17014
H12 -2.38440 -2.77539 1.39109
H13 2.04466 2.25625 -1.44832
H14 2.87340 -3.46665 -2.19478
H15 -3.01507 -0.45177 -2.28013
H16 -0.72465 -2.88714 -2.04805
H17 2.57421 1.27355 6.36744
H18 -3.38996 3.04158 -3.29272
H19 0.51866 -3.86327 -1.25583
H20 -3.95712 -1.52142 0.14487
H21 1.12398 2.83933 4.96601
H22 -2.07936 2.79300 0.26457
H23 3.15736 -1.19146 2.86326
H24 3.99696 0.69024 -2.70824
H25 -3.75682 -0.67134 1.70531
H26 4.54089 -1.74711 -2.88977
H27 3.56098 -0.76797 5.25061
H28 -3.86546 2.43437 0.21760
H29 -1.54282 -4.14526 0.61213
H30 -2.50068 -3.01378 -0.38151
H31 -4.83281 0.00939 0.44453

net charge = +1
2S+1 = 6
Kohn-Sham gap (spin up / spin down) = 5.8 / 4.0 eV
largest force on an atom = 0.073 Eh/bohr
E = -53186.315 eV
LUMO (spin up / spin down) = -3.168 / -6.424 eV